(1)
Formula: C17H12ClF6N4O5ReS2Se2
Source: the OMol25 dataset
Level of theory: ωB97M-V with the def2-TZVPD basis set

The value obtained for the energy above the lowest of the compared OMol25 structures with the same formula, charge and spin is 0.00 kJ/mol. Its max |F| is 0.1 eV Å⁻¹. The spin multiplicity is 2. As for the HOMO energy (spin up / spin down): -10.630 / -11.460 eV. The total charge is +1. As for the expectation value of S²: 0.754.

Last column: Mulliken spin population.
Cartesian coordinates (Å):
Re  -0.615  -0.032  0.075  0.7169
F  -0.677  -3.182  2.184  0.0005
C  -1.146  -2.599  3.276  0.0003
F  -2.476  -2.607  3.247  0.0000
F  -0.715  -3.234  4.349  0.0002
S  -0.587  -0.841  3.331  0.0022
O  -1.236  -0.242  2.140  -0.0098
O  -1.029  -0.303  4.564  0.0002
N  0.958  -0.941  3.213  0.0008
S  1.973  -0.584  2.097  0.0046
O  2.885  0.449  2.445  0.0006
O  1.376  -0.447  0.747  -0.0183
C  2.946  -2.140  1.925  -0.0001
F  3.550  -2.411  3.065  0.0001
F  3.844  -1.954  0.966  -0.0002
F  2.137  -3.134  1.590  -0.0007
Se  -0.668  2.858  -2.133  0.0008
Se  -2.432  1.642  -2.971  -0.0003
C  -3.327  1.009  -1.400  0.0121
C  -4.707  1.116  -1.504  -0.0048
C  -5.522  0.525  -0.557  0.0069
C  -4.919  -0.152  0.486  -0.0037
C  -3.543  -0.185  0.548  0.0232
N  -2.726  0.390  -0.363  -0.0255
C  0.611  1.453  -2.415  0.0061
C  1.588  1.634  -3.378  -0.0047
C  2.432  0.581  -3.694  0.0073
C  2.251  -0.628  -3.049  -0.0022
C  1.277  -0.729  -2.077  0.0166
N  0.475  0.299  -1.736  -0.0107
H  -5.129  1.662  -2.336  0.0000
H  -6.599  0.596  -0.636  0.0004
H  -5.492  -0.648  1.255  0.0003
H  -3.061  -0.705  1.358  0.0037
H  1.654  2.581  -3.892  -0.0002
H  3.197  0.700  -4.450  0.0006
H  2.859  -1.490  -3.277  0.0005
H  1.115  -1.648  -1.531  0.0119
O  -0.894  -1.678  -0.296  0.2828
Cl  -2.126  4.653  3.132  0.0002
C  -0.863  3.906  2.238  -0.0024
C  0.341  4.555  2.015  -0.0010
C  1.320  3.896  1.291  -0.0017
C  1.063  2.628  0.811  -0.0050
N  -0.106  2.008  1.022  0.0096
C  -1.049  2.632  1.735  -0.0164
H  0.503  5.549  2.410  -0.0002
H  2.281  4.356  1.109  0.0004
H  1.806  2.081  0.246  -0.0017
H  -1.973  2.098  1.913  -0.0004



(2)
Formula: C17H12ClF6N4O5ReS2Se2
Source: the OMol25 dataset
Level of theory: ωB97M-V with the def2-TZVPD basis set

The value obtained for the energy above the lowest of the compared OMol25 structures with the same formula, charge and spin is 87.32 kJ/mol. Its max |F| is 0.6 eV Å⁻¹. The spin multiplicity is 2. As for the HOMO energy (spin up / spin down): -11.516 / -11.663 eV. The total charge is +1. As for the expectation value of S²: 0.754.

Last column: Mulliken spin population.
Cartesian coordinates (Å):
Re  0.471  -0.477  -0.761  0.9199
F  -1.671  2.056  -3.064  -0.0002
C  -0.862  3.035  -2.684  0.0008
F  0.290  2.936  -3.343  -0.0007
F  -1.426  4.204  -2.940  0.0003
S  -0.511  2.923  -0.875  -0.0042
O  0.206  1.634  -0.754  -0.0314
O  0.328  4.035  -0.576  -0.0001
N  -1.845  2.973  -0.113  0.0009
S  -2.872  1.776  0.115  0.0002
O  -3.076  1.559  1.513  -0.0002
O  -2.636  0.633  -0.730  0.0102
C  -4.423  2.550  -0.511  0.0008
F  -4.719  3.623  0.203  0.0000
F  -5.402  1.657  -0.403  0.0000
F  -4.277  2.891  -1.788  0.0000
Se  2.178  -2.687  1.261  0.0030
Se  3.579  -2.464  -0.579  -0.0006
C  3.697  -0.558  -0.542  0.0027
C  4.979  -0.060  -0.699  -0.0091
C  5.199  1.304  -0.616  0.0179
C  4.123  2.113  -0.309  -0.0048
C  2.874  1.544  -0.173  0.0187
N  2.622  0.226  -0.331  0.0166
C  0.750  -3.415  0.228  -0.0005
C  0.349  -4.722  0.441  -0.0002
C  -0.619  -5.268  -0.385  -0.0028
C  -1.125  -4.491  -1.412  0.0021
C  -0.689  -3.189  -1.553  0.0010
N  0.223  -2.637  -0.730  -0.0369
H  5.798  -0.749  -0.852  -0.0008
H  6.193  1.711  -0.745  0.0008
H  4.223  3.180  -0.178  0.0000
H  2.031  2.180  0.048  0.0052
H  0.815  -5.299  1.227  0.0002
H  -0.952  -6.288  -0.243  -0.0001
H  -1.861  -4.874  -2.103  0.0000
H  -1.081  -2.543  -2.325  0.0024
O  -0.288  -0.539  -2.236  0.0477
Cl  0.269  2.004  4.383  0.0006
C  -0.392  0.814  3.337  0.0036
C  -1.500  0.066  3.704  0.0008
C  -1.985  -0.870  2.809  -0.0048
C  -1.363  -1.029  1.588  0.0152
N  -0.290  -0.302  1.240  0.0436
C  0.188  0.608  2.103  -0.0005
H  -1.971  0.224  4.664  -0.0002
H  -2.858  -1.461  3.042  -0.0003
H  -1.745  -1.716  0.849  -0.0137
H  1.054  1.180  1.799  -0.0033



(3)
Formula: C17H12F20O9S
Source: the OMol25 dataset
Level of theory: ωB97M-V with the def2-TZVPD basis set

The value obtained for the energy above the lowest of the compared OMol25 structures with the same formula, charge and spin is 24.11 kJ/mol. Its max |F| is 1.5 eV Å⁻¹. As for the HOMO energy: -11.253 eV.

Last column: Mulliken charge in e.
Cartesian coordinates (Å):
O  -2.310  0.332  -2.884  -0.4327
C  -2.107  -0.537  -2.141  0.1692
O  -2.422  -1.828  -2.286  -0.4009
C  -1.731  -2.510  -1.240  -0.2862
C  -2.056  -3.990  -1.032  0.7186
F  -2.640  -4.228  0.161  -0.2800
F  -2.882  -4.424  -2.018  -0.2978
C  -0.768  -4.833  -1.100  0.5118
F  -1.037  -6.113  -0.899  -0.2434
F  0.078  -4.403  -0.151  -0.1946
F  -0.178  -4.694  -2.288  -0.2428
C  -1.763  -1.469  -0.132  -0.3782
S  -3.351  -1.312  0.747  1.3111
O  -4.383  -1.435  -0.237  -0.6553
O  -3.350  -2.197  1.864  -0.5971
C  -3.547  0.446  1.467  0.3828
F  -4.510  1.006  0.719  -0.2471
F  -4.014  0.262  2.706  -0.2254
C  -2.386  1.491  1.506  0.5807
F  -2.113  1.890  0.254  -0.1866
F  -2.908  2.549  2.180  -0.2899
C  -1.043  1.154  2.230  0.6224
F  -0.244  0.415  1.426  -0.2060
F  -0.430  2.344  2.449  -0.3000
C  -1.130  0.451  3.610  0.5374
F  -1.942  1.108  4.420  -0.2362
F  0.091  0.453  4.135  -0.2454
F  -1.531  -0.805  3.472  -0.1937
O  -1.455  -0.348  -0.917  -0.1381
H  -0.672  -2.471  -1.516  0.6920
H  -1.037  -1.731  0.635  0.7145
C  4.664  -1.101  4.213  -1.2423
C  3.634  -0.514  3.274  -0.0502
O  3.781  -1.049  1.940  -0.3027
C  3.239  -2.233  1.720  0.3650
O  2.636  -2.915  2.493  -0.5234
C  3.462  -2.632  0.246  0.9119
F  4.706  -2.366  -0.151  -0.2573
F  2.614  -1.936  -0.534  -0.2412
F  3.228  -3.927  0.068  -0.2483
H  5.669  -0.942  3.823  0.3107
H  4.587  -0.627  5.191  0.4011
H  4.515  -2.173  4.336  0.3162
H  3.775  0.559  3.165  0.4011
H  2.620  -0.687  3.630  0.1833
C  -1.272  3.044  -3.828  -1.1282
C  -0.446  3.465  -2.636  0.1558
O  0.909  3.795  -3.016  -0.3480
C  1.099  5.011  -3.496  0.2959
O  0.284  5.871  -3.646  -0.5077
C  2.597  5.209  -3.813  0.9192
F  3.103  4.151  -4.452  -0.2458
F  3.278  5.377  -2.671  -0.2530
F  2.771  6.286  -4.571  -0.2402
H  -0.795  2.216  -4.351  0.3127
H  -2.257  2.725  -3.499  0.2924
H  -1.390  3.865  -4.535  0.4214
H  -0.347  2.644  -1.928  0.0134
H  -0.892  4.310  -2.113  0.3248



(4)
Formula: C17H12N2O2S2
Source: the OMol25 dataset
Level of theory: ωB97M-V with the def2-TZVPD basis set

The value obtained for the energy above the lowest of the compared OMol25 structures with the same formula, charge and spin is 0.00 kJ/mol. Its max |F| is 0.9 eV Å⁻¹. As for the HOMO energy: -7.844 eV.

Last column: Mulliken charge in e.
Cartesian coordinates (Å):
C  -5.136  -0.954  -1.722  -0.8088
H  -4.370  -0.844  -2.496  0.3309
O  -5.137  0.139  -0.836  -0.4413
C  -4.016  0.400  -0.117  0.5100
C  -4.072  1.515  0.724  -0.6046
C  -2.983  1.865  1.491  -0.7398
C  -1.818  1.115  1.451  -0.5236
C  -1.764  0.010  0.620  -0.3304
C  -2.851  -0.355  -0.167  0.0478
H  -2.761  -1.210  -0.818  0.5896
N  -0.585  -0.786  0.566  0.2075
C  -0.684  -2.126  0.747  0.0861
N  0.292  -2.959  0.692  -0.6184
C  1.506  -2.424  0.446  0.2249
C  1.760  -1.068  0.267  -0.2042
C  3.148  -0.805  0.025  0.3157
C  3.867  -1.970  0.032  -0.7941
S  2.930  -3.386  0.316  -0.2267
H  4.925  -2.074  -0.103  0.4702
C  3.780  0.478  -0.182  0.4291
C  4.973  0.693  -0.827  -0.6711
C  5.384  2.036  -0.797  -0.5049
C  4.513  2.826  -0.113  -0.4492
S  3.158  1.956  0.472  0.0129
H  4.577  3.881  0.064  0.4267
H  6.284  2.396  -1.262  0.4057
H  5.522  -0.086  -1.326  0.3839
C  0.647  -0.148  0.282  0.7959
O  0.675  1.043  0.057  -0.6093
H  -1.670  -2.512  0.967  0.4706
H  -0.963  1.388  2.048  0.4383
H  -3.037  2.730  2.133  0.3692
H  -4.984  2.090  0.746  0.4445
H  -4.988  -1.901  -1.194  0.3310
H  -6.120  -0.955  -2.189  0.2359